--- a ---
{"formula": "C6H10OS", "method": "the ωB97M-V functional and the def2-TZVPD basis", "e_lumo_ev": 0.664, "species": ["C", "C", "C", "C", "C", "C", "H", "H", "H", "H", "H", "H", "H", "H", "H", "H", "O", "S"], "positions_angstrom": [[0.5237, 1.4839, -0.5188], [-0.1597, 0.3770, 0.1710], [0.3207, -0.2681, 1.5049], [0.5289, -0.9354, 0.2218], [-1.6015, 0.3355, -0.2890], [-2.2657, -0.8295, -0.5815], [2.2632, 0.9816, -0.2858], [-0.0462, 2.3884, -0.6054], [0.5995, 0.9269, -1.5077], [-0.2427, -0.7038, 2.2791], [1.1621, 0.4464, 1.7106], [-0.1984, -1.8066, -0.0293], [2.6600, -1.6671, 0.4870], [-2.1027, 1.5181, -0.5266], [-3.3675, -0.7562, -0.8121], [-2.0075, -2.1888, -0.5374], [1.7743, 1.8461, -0.0855], [2.1595, -1.1482, -0.5949]], "lowdin_charge": [-0.31, -0.48, -0.04, -0.59, -0.13, -0.04, 0.02, 0.12, 0.14, 0.10, 0.12, 0.09, -0.14, 0.19, 0.04, 0.17, -0.09, 0.82]}



--- b ---
{"formula": "C6H10OS", "method": "the ωB97M-V functional and the def2-TZVPD basis", "e_lumo_ev": 0.714, "smiles": "C=C(CO)C(=C)SC", "species": ["C", "C", "C", "C", "C", "C", "H", "H", "H", "H", "H", "H", "H", "H", "H", "H", "O", "S"], "positions_angstrom": [[2.2780, -0.6631, -0.6920], [-0.2820, -1.0534, 0.4840], [-0.6915, -1.6616, 1.5829], [-0.6729, 0.3453, 0.2346], [-0.4846, 1.1736, 1.2803], [-1.1294, 0.7176, -1.1860], [1.8968, 0.3200, -0.8146], [2.7879, -1.0687, -1.5719], [2.8767, -0.6658, 0.2320], [-0.3994, -2.6919, 1.7642], [-1.2992, -1.0802, 2.1996], [0.0187, 0.8119, 2.2075], [-0.6809, 2.2048, 1.3275], [-0.2445, 0.6683, -1.8527], [-1.9185, 0.0210, -1.5217], [-1.4704, 2.4334, -1.9938], [-1.5263, 2.0490, -1.1193], [0.9414, -1.8602, -0.5605]], "lowdin_charge": [-0.39, -0.61, -0.01, -0.31, 0.08, -0.23, 0.01, 0.03, 0.04, 0.06, 0.05, 0.09, 0.05, 0.12, 0.13, 0.09, -0.06, 0.85]}



Energy ordering: b at the bottom, the next structure 2.626 eV above.



--- a ---
{"formula": "C2HF2NO3", "method": "the ωB97M-V functional and the def2-TZVPD basis", "e_lumo_ev": -0.691, "smiles": "O=CC(F)(F)[N+](=O)[O-]", "species": ["C", "C", "N", "O", "O", "O", "F", "F", "H"], "positions_angstrom": [[-0.3858, -0.1979, 1.3126], [0.1231, 0.5647, -0.0724], [0.1294, -0.4496, -1.1758], [-0.5079, -0.2276, -2.1465], [-1.3114, 0.0532, 1.9126], [0.8512, -1.3846, -0.9702], [1.4036, 0.9858, 0.1141], [-0.6055, 1.6251, -0.3992], [0.3032, -0.9690, 1.4249]], "lowdin_charge": [-0.14, -0.40, -0.35, 0.16, 0.20, 0.12, 0.13, 0.16, 0.11]}



--- b ---
{"formula": "C2HF2NO3", "method": "the ωB97M-V functional and the def2-TZVPD basis", "e_lumo_ev": -1.114, "smiles": "O=CC(F)(F)[N+](=O)[O-]", "species": ["C", "C", "N", "O", "O", "O", "F", "F", "H"], "positions_angstrom": [[-0.9854, -0.4322, -0.7542], [0.3506, -0.4689, -0.1499], [0.4760, 0.8062, 0.8006], [0.6340, 0.6035, 1.9643], [-1.9058, -1.1439, -0.5009], [0.3915, 1.8199, 0.2121], [1.3768, -0.2913, -1.0369], [0.6779, -1.5218, 0.6799], [-1.0156, 0.6284, -1.2151]], "lowdin_charge": [-0.16, -0.36, -0.34, 0.15, 0.16, 0.13, 0.13, 0.12, 0.17]}



--- c ---
{"formula": "C2HF2NO3", "method": "the ωB97M-V functional and the def2-TZVPD basis", "e_lumo_ev": -0.239, "smiles": "O=C(F)[C@@H](F)[N+](=O)[O-]", "species": ["C", "C", "N", "O", "O", "O", "F", "F", "H"], "positions_angstrom": [[1.2275, -0.6112, -0.3557], [-0.3087, -0.2305, 0.5303], [-0.9620, 1.0630, -0.1213], [-2.0568, 1.1962, 0.2613], [1.1212, -1.7059, -0.7546], [-0.3080, 1.6101, -0.9031], [2.4484, 0.0342, -0.7303], [-0.3251, -0.0529, 1.8237], [-0.8363, -1.3030, 0.2498]], "lowdin_charge": [-0.25, -0.10, -0.41, 0.14, 0.13, 0.15, 0.02, 0.11, 0.21]}



Energy ordering: a at the bottom, the next structure 0.092 eV above.



--- a ---
{"formula": "C4H6N4", "method": "the ωB97M-V functional and the def2-TZVPD basis", "e_lumo_ev": 0.511, "smiles": "[H]/N=C/NC1=NC=NC1", "species": ["C", "C", "C", "C", "H", "H", "H", "H", "H", "H", "N", "N", "N", "N"], "positions_angstrom": [[-1.4905, -0.2399, -1.8262], [0.2362, 0.3321, 0.2345], [1.9355, -0.1412, 1.5820], [-0.3314, -0.3778, 1.5085], [-2.7333, -0.3394, -3.0769], [-2.0373, -1.2910, -1.2757], [0.3807, 0.9485, -1.4192], [2.9793, -0.4099, 2.0071], [-1.0150, -1.2912, 1.3650], [-1.0126, 0.5334, 1.7206], [-1.7976, 0.1512, -2.9228], [-0.3737, 0.5237, -0.9067], [1.4781, 0.5498, 0.4392], [0.8846, -0.5946, 2.2026]], "lowdin_charge": [-0.22, -0.46, -0.17, -0.17, 0.10, 0.18, 0.11, 0.14, 0.13, 0.15, 0.07, 0.10, 0.07, -0.03]}



--- b ---
{"formula": "C4H6N4", "method": "the ωB97M-V functional and the def2-TZVPD basis", "e_lumo_ev": 0.510, "smiles": "C1=NC2=NNC[C@H]2N1", "species": ["C", "C", "C", "C", "H", "H", "H", "H", "H", "H", "N", "N", "N", "N"], "positions_angstrom": [[-1.1803, 0.6688, 0.3210], [0.0985, -1.0582, -0.0478], [2.0799, -0.4511, 0.0406], [0.1360, 0.4279, -0.2487], [-1.0352, 0.5910, 1.5744], [-1.7458, 1.4470, -0.0964], [-2.8413, -0.5668, 0.4895], [3.1491, -0.4403, 0.3208], [1.6773, 1.5543, -0.7660], [-0.0358, 0.5209, -1.2814], [-2.0852, -0.3556, -0.2665], [-1.1371, -1.5579, -0.0823], [1.4517, -1.5743, 0.0411], [1.4682, 0.7944, 0.0016]], "lowdin_charge": [-0.23, -0.31, -0.22, -0.38, 0.19, 0.08, 0.14, 0.13, 0.20, 0.14, -0.04, 0.08, 0.16, 0.06]}



--- c ---
{"formula": "C4H6N4", "method": "the ωB97M-V functional and the def2-TZVPD basis", "e_lumo_ev": 0.340, "smiles": "N#C/C=N/N.CC#N", "species": ["C", "C", "C", "C", "N", "N", "N", "N", "H", "H", "H", "H", "H", "H"], "positions_angstrom": [[2.7493, -2.0307, 0.5738], [-1.9894, 0.7902, -0.3001], [-3.1740, -0.0668, -0.3036], [2.0698, -0.8007, 0.3421], [2.9976, -3.1259, 0.7617], [-0.9904, 1.3555, -0.1145], [1.9308, 1.3949, -0.2642], [2.6559, 0.3112, 0.0836], [-3.5131, -0.4202, 0.5962], [-3.1963, -0.9055, -1.0586], [-4.0093, 0.6274, -0.5286], [0.9850, -0.7944, 0.3245], [0.9284, 1.4517, 0.0310], [2.5557, 2.2132, -0.1434]], "lowdin_charge": [-0.23, -0.21, -0.06, -0.21, 0.13, 0.14, 0.00, -0.06, 0.05, 0.11, 0.09, 0.10, 0.02, 0.10]}



Energy ordering: c at the bottom, the next structure 1.521 eV above.



--- a ---
{"formula": "C4H6N4", "method": "the ωB97M-V functional and the def2-TZVPD basis", "e_lumo_ev": 0.101, "smiles": "C=NN/C(C#N)=N/C", "species": ["C", "C", "C", "C", "H", "H", "H", "H", "H", "H", "N", "N", "N", "N"], "positions_angstrom": [[0.1925, -2.0105, -0.0213], [-0.5616, 0.1520, 0.2521], [1.6736, 1.7849, -0.4758], [-1.9174, -0.3870, 0.4918], [0.5821, -2.6120, 0.8656], [0.6221, -2.3891, -0.9767], [-0.9479, -2.3477, -0.0065], [-1.3703, 1.9444, 0.3535], [2.3096, 2.5631, -0.9879], [1.8961, 0.7612, -0.4447], [0.4542, -0.6393, 0.0115], [-0.4918, 1.5172, 0.2215], [0.5209, 2.3509, -0.2227], [-2.9621, -0.6882, 0.9396]], "lowdin_charge": [-0.18, -0.33, -0.02, -0.14, 0.10, 0.09, 0.10, 0.12, 0.08, 0.02, -0.01, 0.00, 0.00, 0.17]}



--- b ---
{"formula": "C4H6N4", "method": "the ωB97M-V functional and the def2-TZVPD basis", "e_lumo_ev": 0.957, "smiles": "C1=NN[C@H]2C=NN[C@H]12", "species": ["C", "C", "C", "C", "H", "H", "H", "H", "H", "H", "N", "N", "N", "N"], "positions_angstrom": [[0.7014, 0.1039, 1.6197], [0.0712, -0.5840, 0.4180], [-0.6915, -0.1739, -1.6024], [-0.0353, 0.6448, -0.5203], [1.3596, 2.3050, -0.2580], [0.6467, -0.3182, 2.6121], [0.8144, -1.3198, -0.0752], [-2.0896, -0.9873, 0.6481], [-0.8247, 0.1008, -2.6136], [-0.9201, 1.2870, -0.1180], [1.2073, 1.3363, -0.1926], [1.3235, 1.1443, 1.2064], [-1.1713, -1.3739, 0.2396], [-1.2540, -1.2514, -1.2085]], "lowdin_charge": [-0.09, -0.31, -0.12, -0.26, 0.10, 0.11, 0.17, 0.14, 0.10, 0.17, 0.00, 0.02, -0.04, 0.02]}



Energy ordering: a at the bottom, the next structure 1.306 eV above.



--- a ---
{"formula": "C2H4OS", "method": "the ωB97M-V functional and the def2-TZVPD basis", "e_lumo_ev": 0.972, "smiles": "O[C@H]1CS1", "species": ["C", "C", "O", "S", "H", "H", "H", "H"], "positions_angstrom": [[-0.2160, 0.9252, -0.1686], [0.0124, -0.3460, 0.5403], [0.8493, -1.4077, -0.1860], [-1.6603, -0.1105, -0.1207], [-0.1628, 1.7726, 0.5096], [0.3619, 1.1418, -1.0316], [0.0254, -0.3731, 1.5423], [0.7900, -1.6022, -1.0853]], "lowdin_charge": [-0.47, -0.52, -0.09, 0.83, 0.07, 0.07, 0.06, 0.03]}



--- b ---
{"formula": "C2H4OS", "method": "the ωB97M-V functional and the def2-TZVPD basis", "e_lumo_ev": -0.490, "smiles": "OCC=S", "species": ["C", "C", "H", "H", "H", "H", "O", "S"], "positions_angstrom": [[-0.3279, -0.4040, 0.3279], [0.7603, -0.0225, -0.6044], [-1.2586, 1.2849, 0.5857], [0.1841, -0.3785, 1.3158], [-0.6196, -1.3660, 0.0175], [1.0434, -0.7615, -1.3165], [-1.4412, 0.3283, 0.2347], [1.6595, 1.3192, -0.5607]], "lowdin_charge": [-0.43, -0.63, 0.15, 0.13, 0.10, 0.03, -0.06, 0.70]}



--- c ---
{"formula": "C2H4OS", "method": "the ωB97M-V functional and the def2-TZVPD basis", "e_lumo_ev": [-0.567, -0.585], "species": ["C", "C", "O", "S", "H", "H", "H", "H"], "positions_angstrom": [[0.8789, 1.4580, 0.0444], [0.6927, 0.2159, -0.2695], [-1.6888, -2.1293, -0.1991], [-1.7741, -0.5188, -0.5168], [1.8182, 1.7726, 0.4726], [0.1678, 2.2998, -0.0534], [1.0169, -0.8017, -0.0217], [-1.1116, -2.2966, 0.5434]], "lowdin_charge": [-0.11, -0.09, -0.60, 0.63, 0.06, 0.08, 0.04, 0.01]}



Energy ordering: b at the bottom, the next structure 0.198 eV above.



--- a ---
{"formula": "C2H4OS", "method": "the ωB97M-V functional and the def2-TZVPD basis", "e_lumo_ev": 0.788, "smiles": "O=CCS", "species": ["C", "C", "O", "S", "H", "H", "H", "H"], "positions_angstrom": [[0.9553, -0.3930, 0.1964], [-0.1290, 0.5689, 0.0535], [0.8149, -1.5812, 0.1444], [-1.7409, -0.2100, 0.1794], [1.8591, 0.1181, 0.2591], [-0.1120, 1.3234, 0.9490], [0.0471, 1.1546, -0.9224], [-1.6946, -0.9809, -0.8592]], "lowdin_charge": [-0.39, -0.55, 0.04, 0.73, 0.09, 0.12, 0.12, -0.16]}



--- b ---
{"formula": "C2H4OS", "method": "the ωB97M-V functional and the def2-TZVPD basis", "e_lumo_ev": 0.438, "smiles": "O=CCS", "species": ["C", "C", "O", "S", "H", "H", "H", "H"], "positions_angstrom": [[0.2877, -0.9119, -0.5363], [-0.0391, 0.5795, -0.3331], [-0.5351, -1.6424, -1.0089], [-1.1548, 0.6254, 1.1973], [1.3036, -1.1273, -0.0947], [0.9003, 1.2276, -0.0709], [-0.5510, 1.1209, -1.0837], [-0.2115, 0.1283, 1.9303]], "lowdin_charge": [-0.36, -0.46, 0.05, 0.70, 0.13, 0.10, 0.04, -0.19]}



Energy ordering: a at the bottom, the next structure 0.084 eV above.



--- a ---
{"formula": "C2H4OS", "method": "the ωB97M-V functional and the def2-TZVPD basis", "e_lumo_ev": -0.412, "smiles": "OCC=S", "species": ["C", "C", "H", "H", "H", "H", "O", "S"], "positions_angstrom": [[-0.6062, 0.1538, -0.0266], [0.8116, 0.4950, -0.1037], [-0.0966, -1.6560, 0.1836], [-1.3494, 0.5956, -0.7628], [-0.9099, 0.6229, 0.9059], [1.0069, 1.6165, -0.0579], [-0.8527, -1.2145, -0.0887], [1.9962, -0.6133, -0.0497]], "lowdin_charge": [-0.38, -0.62, -0.03, 0.15, 0.12, 0.09, -0.07, 0.74]}



--- b ---
{"formula": "C2H4OS", "method": "the ωB97M-V functional and the def2-TZVPD basis", "e_lumo_ev": [-0.257, -0.688], "species": ["C", "C", "O", "S", "H", "H", "H", "H"], "positions_angstrom": [[-0.2659, 0.3194, 0.6725], [-0.7961, -0.2048, -0.5994], [2.0860, -0.7834, -0.1763], [1.4503, 0.5158, -0.0322], [-0.5790, 1.3662, 0.8757], [-0.4336, -0.4360, 1.5933], [-0.2179, -1.1193, -0.8961], [-1.2439, 0.3421, -1.4376]], "lowdin_charge": [-0.51, -0.10, -0.59, 0.89, 0.07, 0.14, 0.05, 0.06]}



--- c ---
{"formula": "C2H4OS", "method": "the ωB97M-V functional and the def2-TZVPD basis", "e_lumo_ev": 0.981, "smiles": "S[C@H]1CO1", "species": ["C", "C", "O", "S", "H", "H", "H", "H"], "positions_angstrom": [[-0.8030, 0.1503, -0.6105], [0.0191, 0.1735, 0.5495], [-0.7468, -0.9973, 0.3963], [1.7541, 0.1707, -0.0422], [-1.7294, 0.6793, -0.5623], [-0.4323, -0.0122, -1.5862], [-0.1204, 0.8128, 1.4218], [2.0586, -0.9772, 0.4336]], "lowdin_charge": [-0.14, -0.68, -0.06, 0.78, 0.10, 0.08, 0.11, -0.18]}



Energy ordering: a at the bottom, the next structure 0.755 eV above.



--- a ---
{"formula": "C3H6OS2", "method": "the ωB97M-V functional and the def2-TZVPD basis", "e_lumo_ev": -0.609, "smiles": "OCC(=S)CS", "species": ["C", "C", "C", "H", "H", "H", "H", "H", "H", "O", "S", "S"], "positions_angstrom": [[0.5916, 0.9355, -0.7273], [0.6318, -0.4803, -0.0815], [-0.6081, -0.6638, 0.7066], [1.2980, 1.9140, 0.6841], [-0.2024, 1.0492, -1.4283], [1.5152, 1.0934, -1.2852], [-0.8216, 0.1502, 1.4466], [-0.6147, -1.5776, 1.3451], [-2.0270, -2.0330, -0.6491], [0.4353, 1.8629, 0.3245], [1.9375, -1.4926, -0.0893], [-2.1357, -0.7578, -0.2462]], "lowdin_charge": [-0.30, -0.79, -0.63, 0.08, 0.09, 0.11, 0.09, 0.08, -0.13, -0.04, 0.72, 0.73]}



--- b ---
{"formula": "C3H6OS2", "method": "the ωB97M-V functional and the def2-TZVPD basis", "e_lumo_ev": [-0.124, -1.055], "species": ["C", "C", "C", "O", "S", "S", "H", "H", "H", "H", "H", "H"], "positions_angstrom": [[0.4363, 0.3564, 0.1295], [-0.9544, -1.7208, 0.3141], [-0.9109, -0.1951, 0.4181], [2.6467, 3.5563, -1.7209], [0.6058, 1.7518, -0.7768], [2.6124, 2.3263, -0.9196], [1.3176, -0.1192, 0.5257], [-0.5491, -2.0540, -0.6380], [-1.9835, -2.0611, 0.3890], [-0.3794, -2.1803, 1.1142], [-1.2103, 0.0886, 1.4345], [-1.6312, 0.2511, -0.2699]], "lowdin_charge": [-0.55, -0.11, -0.35, -0.69, 0.68, 0.53, 0.07, 0.07, 0.07, 0.07, 0.11, 0.10]}



Energy ordering: a at the bottom, the next structure 1.165 eV above.